This record from OMol25 describes a single C10H9N3OS molecule in a non-equilibrium geometry. The level of theory is wB97M-V/def2-TZVPD.

Geometry (Å):
O  -2.026  -1.088  4.068
N  -1.973  -0.239  3.198
C  -2.930  0.687  3.141
C  -2.896  1.669  2.141
C  -1.800  1.686  1.285
C  -0.814  0.676  1.353
C  0.329  0.561  0.357
S  -0.145  -0.847  -0.740
C  1.217  -0.775  -1.910
C  1.332  -1.765  -2.862
C  2.380  -1.770  -3.732
N  3.327  -0.842  -3.649
C  3.202  0.102  -2.703
N  2.152  0.196  -1.839
C  -0.911  -0.253  2.359
H  -3.707  0.651  3.948
H  -3.674  2.431  1.957
H  -1.761  2.403  0.458
H  1.265  0.378  0.924
H  0.467  1.482  -0.211
H  0.645  -2.595  -2.891
H  2.498  -2.567  -4.476
H  4.010  0.861  -2.611
H  -0.188  -1.042  2.433

Properties
HOMO energy: -8.4 eV
SMILES string: [O-][n+]1cccc(CSc2ccncn2)c1
Strongest force on any atom: 4.0 eV Å⁻¹
HOMO-LUMO gap: 0.325 hartree
Energy relative to the best compared isomer or geometry (same formula, charge and spin): 12.3 kJ/mol
Multiplicity: 1
Molar mass: 219.27 g mol⁻¹